Record 1
Entry from the OMol25 dataset: a structure of composition C29H27AsBF6N6S2W at a distorted geometry (the ωB97M-V functional and the def2-TZVPD basis).

Element x y z (Å)
W  0.013  -0.345  0.208
C  -3.544  2.131  1.403
C  -2.995  3.174  2.131
C  -1.635  3.187  2.355
C  -0.838  2.183  1.832
N  -1.375  1.178  1.116
C  -2.704  1.159  0.921
C  0.616  2.125  1.962
C  1.337  3.101  2.636
C  2.719  3.060  2.642
C  3.370  2.048  1.953
C  2.641  1.074  1.288
C  1.245  1.073  1.289
H  -4.601  2.079  1.188
H  -3.620  3.970  2.511
H  -1.177  3.991  2.910
H  -3.094  0.336  0.348
H  0.830  3.917  3.134
H  3.285  3.827  3.158
H  4.453  2.023  1.916
H  3.190  0.323  0.747
S  -1.616  0.001  -1.645
C  -1.732  -1.443  -2.627
C  -2.584  -1.416  -3.735
C  -2.742  -2.536  -4.528
C  -2.047  -3.702  -4.217
C  -1.199  -3.728  -3.126
C  -1.032  -2.593  -2.321
S  0.058  -2.688  -0.953
H  -3.115  -0.496  -3.961
H  -3.400  -2.506  -5.388
H  -2.169  -4.588  -4.829
H  -0.643  -4.624  -2.872
B  3.198  -2.057  -0.541
N  2.660  -1.996  0.927
C  3.343  -2.511  1.948
C  2.553  -2.502  3.084
C  1.368  -1.936  2.662
N  1.431  -1.627  1.357
N  2.763  -0.796  -1.345
C  3.432  -0.392  -2.425
C  2.667  0.520  -3.130
C  1.499  0.634  -2.400
N  1.569  -0.147  -1.307
H  4.406  -2.058  -0.476
H  2.780  -3.053  -1.065
H  4.350  -2.863  1.795
H  2.805  -2.844  4.074
H  0.499  -1.722  3.248
H  4.412  -0.799  -2.628
H  2.915  1.037  -4.041
H  0.647  1.256  -2.596
C  -4.174  -3.651  3.900
C  -3.264  -2.844  3.026
C  -2.448  -1.841  3.540
C  -1.595  -1.161  2.706
N  -1.481  -1.412  1.394
C  -2.319  -2.327  0.878
C  -3.198  -3.052  1.656
H  -4.355  -3.159  4.855
H  -3.720  -4.624  4.104
H  -5.128  -3.833  3.406
H  -2.482  -1.576  4.590
H  -0.985  -0.356  3.089
H  -2.305  -2.453  -0.189
H  -3.840  -3.778  1.173
F  0.001  2.286  -0.765
As  -0.432  3.841  -1.525
F  -0.002  4.598  -0.031
F  -2.034  3.596  -0.910
F  -0.868  5.338  -2.224
F  -0.851  2.974  -2.953
F  1.190  3.962  -2.076

Calculated values
Electronic energy, hartree: -5173.32991
Max |F|, eV/Å: 2.29
LUMO level (spin up / spin down), eV: -2.10 / -1.83
Kohn-Sham gap (spin up / spin down), eV: 5.3 / 5.8
ΔE to the lowest compared entry with this formula, charge and spin, kJ/mol: 96.07
Spin multiplicity: 2
Expectation value of S²: 0.760

---

Record 2
Entry from the OMol25 dataset: the molecule C6H10O (the ωB97M-V functional and the def2-TZVPD basis).

Element x y z (Å)
C  0.007  1.811  1.186
C  -0.373  0.601  0.378
C  -1.543  -0.020  0.535
C  0.633  -2.245  -0.030
C  0.880  -1.265  -0.894
C  0.604  0.212  -0.724
O  0.204  0.782  -1.969
H  -0.024  2.710  0.558
H  -0.665  1.961  2.036
H  1.032  1.725  1.568
H  0.150  -2.061  0.926
H  -1.822  -0.884  -0.063
H  -2.266  0.316  1.275
H  0.912  -3.271  -0.256
H  1.375  -1.490  -1.839
H  1.566  0.700  -0.519
H  -0.670  0.418  -2.168

Calculated values
SMILES string: C=C[C@@H](O)C(=C)C
Electronic energy, hartree: -309.80288
Max |F|, eV/Å: 0.30
LUMO level, eV: 0.98
Kohn-Sham gap, eV: 10.6
ΔE to the lowest compared entry with this formula, charge and spin, kJ/mol: 103.69
Spin multiplicity: 1